This record from the OMol25 dataset describes C35H32Cl2N5O2PbS2 as an isolated structure in a non-equilibrium geometry. The level of theory is ωB97M-V with the def2-TZVPD basis set.

## Properties
Energy above the lowest of the compared OMol25 structures with the same formula, charge and spin in kcal per mole: 26.0
Kohn-Sham gap in eV: 4.615
E_LUMO in eV: -4.68

```
! wB97M-V def2-TZVPD RIJCOSX def2/J DEFGRID3
* xyz 1 1
Pb -1.57 -0.97 0.04
S 1.17 0.01 0.51
C 0.77 1.28 1.56
N 1.40 1.48 2.77
C 0.68 2.11 3.87
C 0.25 3.46 3.35
N -0.47 3.37 2.08
C -1.21 4.59 1.59
C -2.66 4.77 2.09
C -3.26 3.76 2.85
C -4.63 3.94 3.19
C -5.37 5.08 2.86
C -4.63 6.08 2.23
C -3.34 5.93 1.76
C -0.25 2.28 1.26
S -1.46 2.02 0.08
C 2.71 0.87 3.03
C 2.72 -0.30 4.04
C 1.84 -1.36 4.00
C 1.92 -2.38 4.91
C 3.01 -2.34 5.83
C 3.95 -1.32 5.87
C 3.75 -0.24 5.00
H 1.36 2.23 4.77
H -0.18 1.55 4.15
H 1.19 4.06 3.21
H -0.35 3.94 4.13
H -1.25 4.58 0.50
H -0.59 5.45 1.87
H -2.62 2.88 3.18
H -5.14 3.04 3.60
H -6.45 5.17 3.06
H -5.13 7.06 2.22
H -2.76 6.69 1.18
H 3.44 1.64 3.34
H 3.06 0.58 2.03
H 1.16 -1.46 3.13
H 1.25 -3.24 4.99
H 3.11 -3.27 6.43
H 4.81 -1.39 6.48
H 4.36 0.62 5.00
N -6.21 -1.10 -0.43
C -6.07 0.23 0.04
C -4.84 0.26 0.71
N -4.25 -1.03 0.65
C -5.10 -1.77 -0.08
H -7.00 -1.37 -0.94
H -6.87 0.95 -0.11
H -4.31 1.04 1.24
H -4.90 -2.78 -0.54
Cl 1.95 0.48 -5.55
C 3.34 -0.42 -5.05
C 4.57 -0.06 -5.56
C 5.70 -0.83 -5.36
C 5.63 -1.90 -4.51
C 4.44 -2.17 -3.86
Cl 4.52 -3.12 -2.48
C 3.25 -1.59 -4.26
N 1.92 -2.09 -3.89
C 1.35 -3.29 -4.22
C 2.11 -4.43 -4.58
C 1.59 -5.62 -4.96
C 0.22 -5.74 -5.21
C -0.59 -4.71 -4.92
C -0.07 -3.47 -4.36
C -1.07 -2.34 -4.14
C -1.21 -1.95 -2.69
O -2.34 -1.97 -2.12
O -0.21 -1.50 -2.00
H 4.53 0.93 -6.11
H 6.64 -0.47 -5.67
H 6.51 -2.46 -4.27
H 1.39 -1.56 -3.20
H 3.23 -4.33 -4.62
H 2.28 -6.44 -5.16
H -0.19 -6.67 -5.59
H -1.68 -4.79 -5.00
H -2.08 -2.72 -4.44
H -0.79 -1.47 -4.81
*
```

---

This record from the OMol25 dataset describes an isolated molecule of C8H16Si in a non-equilibrium geometry. The level of theory is ωB97M-V with the def2-TZVPD basis set.

## Properties
Energy above the lowest of the compared OMol25 structures with the same formula, charge and spin in kcal per mole: 62.2
Kohn-Sham gap in eV: 10.345
E_LUMO in eV: 0.98
SMILES: C=CC1([Si](C)(C)C)CC1

```
! wB97M-V def2-TZVPD RIJCOSX def2/J DEFGRID3
* xyz 0 1
C 2.41 1.66 0.40
C 2.21 0.49 -0.27
C 1.03 -0.51 -0.03
Si -0.67 0.16 0.05
C -2.11 -1.23 -0.07
C -0.84 1.33 -1.31
C -1.47 1.00 1.59
C 1.39 -1.78 0.69
C 1.21 -1.76 -0.84
H 3.28 2.20 0.28
H 1.61 1.95 0.97
H 3.09 -0.03 -0.81
H -2.90 -0.64 -0.48
H -1.92 -2.05 -0.64
H -2.29 -1.60 0.91
H -1.80 1.59 -1.73
H -0.27 2.21 -1.08
H -0.37 0.85 -2.12
H -1.65 0.61 2.55
H -0.76 1.74 1.73
H -2.37 1.64 1.29
H 0.55 -2.28 1.15
H 2.27 -1.90 1.24
H 1.91 -1.81 -1.60
H 0.33 -2.24 -1.14
*
```

---

This record from the OMol25 dataset describes C21H21AsErF3N5O6S2 as an isolated structure in a non-equilibrium geometry. The level of theory is ωB97M-V with the def2-TZVPD basis set.

## Properties
Energy above the lowest of the compared OMol25 structures with the same formula, charge and spin in kcal per mole: 20.4
Kohn-Sham gap (spin up / spin down) in eV: 8.253 / 8.256
E_LUMO (spin up / spin down) in eV: 2.62 / 2.62
⟨S²⟩: 3.7521

```
! wB97M-V def2-TZVPD RIJCOSX def2/J DEFGRID3
* xyz -1 4
Er -1.47 2.11 -1.21
O 1.39 3.92 -3.82
C 0.57 3.17 -3.29
O -0.57 3.44 -2.82
C 0.94 1.68 -3.13
C 2.22 1.17 -3.28
C 2.42 -0.18 -3.04
C 1.35 -0.98 -2.64
C 0.12 -0.37 -2.47
N -0.07 0.92 -2.73
C -1.09 -1.03 -1.83
O -1.10 -2.25 -1.67
O -1.99 -0.19 -1.46
H 3.03 1.84 -3.56
H 3.41 -0.62 -3.14
H 1.46 -2.03 -2.42
N 3.98 -4.49 3.95
C 3.38 -3.64 3.01
C 2.25 -4.06 2.29
C 1.62 -3.20 1.41
C 2.10 -1.91 1.23
C 3.21 -1.48 1.94
C 3.85 -2.35 2.81
S -0.06 -0.48 0.78
O -0.07 -0.47 2.24
O 1.49 -1.05 0.34
N 0.03 1.04 0.19
C 1.03 1.91 0.26
N 0.70 3.12 -0.29
C 1.68 3.99 -0.48
C 2.98 3.74 -0.07
C 3.18 2.55 0.61
N 2.24 1.64 0.79
H 3.81 -5.47 3.80
H 4.94 -4.28 4.15
H 1.87 -5.06 2.44
H 0.75 -3.52 0.85
H 3.54 -0.46 1.80
H 4.72 -2.01 3.37
H 1.41 4.91 -0.98
H 3.78 4.45 -0.24
H 4.15 2.31 1.04
C -2.89 -1.90 1.14
As -3.62 -0.12 0.81
C -4.89 -0.38 -0.65
C -4.92 -0.17 2.29
S -2.80 1.80 1.16
H -3.75 -2.49 1.47
H -2.15 -1.85 1.93
H -2.46 -2.31 0.23
H -5.55 -1.18 -0.34
H -4.36 -0.64 -1.56
H -5.45 0.54 -0.79
H -5.53 -1.07 2.27
H -5.55 0.72 2.24
H -4.36 -0.13 3.23
F -3.99 3.57 -3.19
C -3.48 2.83 -2.20
F -4.59 2.55 -1.42
F -2.84 3.88 -1.33
*
```

---

This record from the OMol25 dataset describes an isolated molecule of C2HIN2O2 in a non-equilibrium geometry. The level of theory is ωB97M-V with the def2-TZVPD basis set.

## Properties
Energy above the lowest of the compared OMol25 structures with the same formula, charge and spin in kcal per mole: 94.1
Kohn-Sham gap (spin up / spin down) in eV: 7.840 / 7.791
E_LUMO (spin up / spin down) in eV: -1.53 / -1.62
SMILES: N#C/C(I)=[N+](/[O-])O

```
! wB97M-V def2-TZVPD RIJCOSX def2/J DEFGRID3
* xyz 0 1
N -2.39 -0.86 0.83
C -1.76 0.02 0.48
C -0.46 0.55 0.09
I -0.32 2.48 1.29
N 0.75 0.01 -0.48
O 1.71 0.61 -1.07
O 0.71 -1.34 -0.46
H 1.76 -1.47 -0.67
*
```

---

This record from the OMol25 dataset describes C8H14NOS as an isolated structure in a non-equilibrium geometry. The level of theory is ωB97M-V with the def2-TZVPD basis set.

## Properties
Energy above the lowest of the compared OMol25 structures with the same formula, charge and spin in kcal per mole: 134.8
Kohn-Sham gap (spin up / spin down) in eV: 7.775 / 7.779
E_LUMO (spin up / spin down) in eV: -4.43 / -4.42

```
! wB97M-V def2-TZVPD RIJCOSX def2/J DEFGRID3
* xyz 1 1
C -3.48 1.68 -0.78
C -3.21 0.45 -0.48
C 2.73 0.29 0.29
C 2.43 -1.10 -0.34
C 1.36 1.06 0.68
C 1.37 -1.14 -1.39
C 0.71 0.92 -0.57
C -2.65 -0.91 1.56
N 0.32 -0.29 -0.81
O -0.39 -0.83 0.14
S -2.52 -1.01 -0.23
H -4.51 2.03 -0.72
H -2.77 2.44 -0.84
H 3.33 0.04 1.26
H 3.36 0.76 -0.30
H 3.39 -1.38 -0.87
H 2.33 -1.81 0.45
H 1.03 0.57 1.63
H 1.52 2.16 1.04
H 1.71 -0.63 -2.33
H 0.97 -2.10 -1.55
H 1.05 1.45 -1.53
H -3.19 -1.76 1.92
H -3.19 -0.06 1.69
H -1.70 -0.83 2.07
*
```

---

This record from the OMol25 dataset describes a 2-piece molecular cluster, C2H5OPS2 overall in a non-equilibrium geometry. The level of theory is ωB97M-V with the def2-TZVPD basis set.

## Properties
Energy above the lowest of the compared OMol25 structures with the same formula, charge and spin in kcal per mole: 71.7
Kohn-Sham gap (spin up / spin down) in eV: 8.517 / 5.464
E_LUMO (spin up / spin down) in eV: -0.35 / -1.69

```
! wB97M-V def2-TZVPD RIJCOSX def2/J DEFGRID3
* xyz 0 1
C 0.62 3.22 0.44
C 0.56 1.93 0.71
O -1.67 2.03 2.09
P -0.53 0.98 1.78
S 1.55 -1.98 -2.28
S 1.49 -3.82 -1.75
H 1.31 3.53 -0.30
H 0.08 4.13 0.88
H 1.19 1.39 0.01
H -2.24 1.77 2.82
H 0.85 -3.72 -0.39
*
```

---

This record from the OMol25 dataset describes C27H30F5IrNO2Si as an isolated structure. The level of theory is ωB97M-V with the def2-TZVPD basis set.

## Properties
Kohn-Sham gap (spin up / spin down) in eV: 7.894 / 6.452
E_LUMO (spin up / spin down) in eV: -6.39 / -8.52
⟨S²⟩: 8.7911

```
! wB97M-V def2-TZVPD RIJCOSX def2/J DEFGRID3
* xyz 2 6
Ir 0.23 -0.23 -0.41
C 0.73 -3.27 -0.75
Si -1.12 -3.16 -0.54
C -1.95 -4.30 -1.74
C -1.63 -3.48 1.20
N -1.45 -1.38 -0.83
C -2.56 -0.78 -1.28
C -3.75 -1.48 -1.66
C -4.84 -0.80 -2.12
C -4.81 0.60 -2.23
C -3.68 1.33 -1.86
C -2.60 0.65 -1.39
O -1.45 1.26 -0.95
C -1.33 2.68 -1.01
C -1.76 3.41 0.07
C -1.60 4.79 0.02
C -1.03 5.39 -1.10
C -0.61 4.61 -2.17
C -0.76 3.23 -2.14
H 1.08 -4.23 -0.37
H 1.29 -2.52 -0.17
H 1.03 -3.18 -1.79
H -1.42 -5.25 -1.65
H -1.87 -3.98 -2.78
H -2.99 -4.48 -1.49
H -1.74 -4.56 1.34
H -2.59 -3.02 1.45
H -0.89 -3.13 1.92
H -3.77 -2.55 -1.58
H -5.73 -1.34 -2.41
H -5.68 1.13 -2.61
H -3.67 2.41 -1.93
H -2.21 2.92 0.92
H -1.94 5.40 0.85
H -0.91 6.46 -1.13
H -0.17 5.08 -3.04
H -0.45 2.61 -2.97
C 3.08 2.39 5.51
C 3.16 1.78 4.14
C 4.06 0.76 3.86
C 4.14 0.18 2.60
C 5.13 -0.93 2.37
C 3.25 0.64 1.60
C 3.25 -0.07 0.36
O 2.31 -0.20 -0.46
C 2.36 1.72 1.86
C 1.57 2.39 0.77
C 2.33 2.26 3.12
H 3.81 1.95 6.19
H 2.08 2.25 5.93
H 3.26 3.46 5.46
H 4.72 0.41 4.64
H 5.75 -1.07 3.25
H 5.80 -0.71 1.53
H 4.64 -1.88 2.16
H 4.16 -0.61 0.09
H 2.23 2.78 -0.01
H 0.95 3.19 1.14
H 0.91 1.70 0.21
H 1.68 3.10 3.32
F -0.82 0.43 2.21
C 0.06 -0.18 3.01
F 0.71 -1.13 2.33
C -0.50 -0.61 4.36
F 0.47 -1.19 5.06
F -0.96 0.45 5.00
F -1.49 -1.49 4.18
*
```